Computed, not measured: C19H19FO5 in the gas phase, with ωB97M-V/def2-TZVPD.

Each line ends with the Löwdin charge.
Geometry (Å):
C: 3.31 -3.05 0.24  -0.059
C: 3.16 -1.63 0.80  -0.237
O: 2.05 -0.94 0.27  -0.030
C: 0.80 -1.26 0.69  -0.181
C: 0.48 -2.13 1.71  0.045
C: -0.85 -2.36 2.08  -0.217
C: -1.21 -3.27 3.15  -0.009
C: -0.39 -4.01 3.91  0.000
C: -0.93 -4.88 4.95  -0.548
O: -2.10 -5.02 5.23  0.089
O: 0.04 -5.55 5.60  0.094
C: -1.86 -1.70 1.38  -0.028
C: -1.56 -0.83 0.35  -0.006
C: -0.24 -0.60 -0.01  -0.177
O: 0.18 0.21 -1.02  -0.013
C: -0.75 1.00 -1.73  -0.151
C: -1.17 2.24 -0.92  -0.158
O: -1.84 3.19 -1.72  -0.038
C: -1.12 3.99 -2.56  -0.268
C: -1.89 4.86 -3.34  0.002
C: -1.28 5.74 -4.22  -0.005
C: 0.10 5.74 -4.31  -0.286
F: 0.70 6.60 -5.17  0.050
C: 0.88 4.90 -3.55  -0.004
C: 0.27 4.02 -2.67  -0.018
H: 2.45 -3.66 0.50  0.068
H: 3.38 -3.00 -0.85  0.081
H: 4.21 -3.51 0.63  0.078
H: 4.02 -1.03 0.50  0.125
H: 3.12 -1.65 1.90  0.118
H: 1.26 -2.63 2.26  0.103
H: -2.27 -3.35 3.36  0.125
H: 0.68 -4.03 3.80  0.107
H: -0.35 -6.11 6.29  0.126
H: -2.89 -1.87 1.65  0.115
H: -2.37 -0.34 -0.17  0.109
H: -0.22 1.32 -2.63  0.132
H: -1.63 0.43 -2.03  0.132
H: -1.89 1.97 -0.14  0.128
H: -0.29 2.68 -0.43  0.134
H: -2.96 4.83 -3.24  0.121
H: -1.86 6.41 -4.83  0.119
H: 1.95 4.92 -3.64  0.120
H: 0.89 3.36 -2.08  0.111

Its SMILES is CCOc1cc(/C=C/C(=O)O)ccc1OCCOc1ccc(F)cc1. The LUMO energy is 0.0 eV. The calculation puts the energy relative to the best compared isomer or geometry (same formula, charge and spin) at 9.35 kJ/mol. As for the spin multiplicity: 1.

---

Computed, not measured: a molecular structure, C19H19I2IrN4OSSe in a non-equilibrium geometry, with ωB97M-V/def2-TZVPD.

Each line ends with the Löwdin charge.
Geometry (Å):
Ir: 0.14 -1.10 1.03  0.827
I: 3.09 2.20 -5.33  0.836
C: 1.97 1.84 -3.60  -0.738
C: 1.97 2.75 -2.55  -0.245
C: 1.44 2.38 -1.33  -0.680
I: 1.40 3.79 0.15  0.950
C: 0.99 1.06 -1.07  -0.410
O: 0.67 0.72 0.17  -0.355
C: 0.99 0.14 -2.17  -0.163
C: 0.54 -1.26 -1.96  -0.180
N: 1.37 -1.89 -0.94  -0.141
C: 1.36 -3.35 -0.75  -0.115
C: 1.88 -3.63 0.70  -0.256
C: 2.77 -4.64 0.94  -0.018
C: 3.23 -4.85 2.24  -0.039
C: 2.75 -4.04 3.27  -0.042
C: 1.91 -2.99 2.92  -0.120
N: 1.47 -2.82 1.67  -0.075
C: 1.53 0.55 -3.37  -0.135
H: 2.30 3.79 -2.64  0.082
H: 0.64 -1.79 -2.92  0.126
H: -0.48 -1.32 -1.55  0.071
H: 2.33 -1.55 -0.99  0.140
H: 1.98 -3.88 -1.51  0.127
H: 0.37 -3.69 -0.80  0.106
H: 3.06 -5.27 0.10  0.122
H: 3.96 -5.60 2.42  0.099
H: 3.09 -4.21 4.30  0.118
H: 1.49 -2.32 3.69  0.118
H: 1.62 -0.15 -4.18  0.087
Se: -1.73 -1.91 2.23  0.152
C: -2.01 3.31 2.91  -0.067
C: -2.58 2.73 1.72  -0.308
C: -3.11 3.32 0.63  -0.017
C: -3.49 2.62 -0.53  -0.283
N: -3.27 1.23 -0.50  0.069
C: -2.85 0.65 0.54  -0.710
S: -2.55 -1.11 0.28  0.443
N: -2.46 1.29 1.73  0.063
C: -4.26 3.20 -1.68  -0.052
H: -1.96 4.43 2.93  0.098
H: -0.98 3.01 3.11  0.074
H: -2.57 3.01 3.82  0.093
H: -3.22 4.36 0.69  0.107
H: -1.61 0.89 2.11  0.039
H: -5.34 3.12 -1.65  0.078
H: -3.89 2.80 -2.61  0.069
H: -3.93 4.21 -1.66  0.060

The LUMO energy (spin up / spin down) is -0.2 / -0.9 eV. The calculation puts the energy relative to the best compared isomer or geometry (same formula, charge and spin) at 0.00 kJ/mol. As for the spin multiplicity: 5.

---

Computed, not measured: C19H19N3O2S in the gas phase in a non-equilibrium geometry, with ωB97M-V/def2-TZVPD.

Each line ends with the Löwdin charge.
Geometry (Å):
C: 3.07 2.61 -2.29  -0.028
C: 2.83 1.56 -1.26  -0.311
C: 3.67 1.42 -0.15  0.015
C: 3.42 0.45 0.80  -0.182
C: 4.31 0.29 1.98  -0.033
C: 2.30 -0.38 0.60  -0.010
C: 1.92 -1.43 1.54  -0.388
O: 2.47 -1.74 2.57  0.079
N: 0.76 -2.12 1.15  0.143
C: 0.08 -1.84 0.02  -0.612
S: -1.37 -2.75 -0.28  1.005
C: -1.84 -2.04 -1.88  -0.353
C: -1.62 -0.53 -2.04  -0.456
O: -1.27 -0.12 -3.12  0.093
C: -1.99 0.36 -0.92  -0.183
C: -1.37 1.60 -0.85  -0.018
C: -1.65 2.46 0.19  -0.024
C: -2.57 2.11 1.18  -0.232
C: -2.86 3.05 2.30  -0.046
C: -3.21 0.87 1.10  -0.225
C: -4.22 0.47 2.14  -0.044
C: -2.91 0.01 0.06  -0.014
N: 0.42 -0.93 -0.82  0.124
C: 1.52 -0.17 -0.56  -0.238
N: 1.78 0.78 -1.45  0.183
H: 4.06 2.49 -2.72  0.083
H: 2.32 2.53 -3.07  0.079
H: 3.02 3.60 -1.84  0.083
H: 4.52 2.08 -0.05  0.118
H: 3.74 0.42 2.90  0.092
H: 4.73 -0.71 2.01  0.093
H: 5.12 1.02 1.96  0.079
H: 0.45 -2.85 1.77  0.152
H: -1.28 -2.55 -2.66  0.090
H: -2.90 -2.26 -2.00  0.091
H: -0.64 1.86 -1.61  0.108
H: -1.15 3.42 0.25  0.109
H: -2.63 2.59 3.26  0.084
H: -2.28 3.96 2.21  0.076
H: -3.92 3.32 2.31  0.084
H: -3.76 0.46 3.13  0.083
H: -4.61 -0.52 1.93  0.076
H: -5.05 1.18 2.16  0.083
H: -3.43 -0.94 0.01  0.093

Its SMILES is Cc1cc(C)c2c(=O)[nH]c(SCC(=O)c3ccc(C)c(C)c3)nc2n1. The LUMO energy is 0.4 eV. The calculation puts the energy relative to the best compared isomer or geometry (same formula, charge and spin) at 72.16 kJ/mol. As for the spin multiplicity: 1.

---

Computed, not measured: C19H19N3O2S in the gas phase, with ωB97M-V/def2-TZVPD.

Each line ends with the Löwdin charge.
Geometry (Å):
C: 6.77 -0.11 0.20  -0.094
O: 5.83 -0.01 1.24  -0.087
C: 4.50 -0.02 0.92  -0.281
C: 3.99 -0.09 -0.37  -0.023
C: 2.62 -0.09 -0.57  -0.017
C: 1.74 -0.04 0.50  -0.256
N: 0.37 -0.02 0.20  0.077
C: -0.67 -0.53 0.91  -0.757
S: -0.48 -1.36 2.33  0.718
N: -1.90 -0.35 0.36  -0.125
C: -2.11 0.53 -0.77  -0.108
C: -1.59 -0.05 -2.07  -0.208
C: -1.63 -1.42 -2.31  -0.011
C: -1.14 -1.90 -3.51  -0.046
C: -0.64 -1.00 -4.43  -0.149
N: -0.60 0.30 -4.21  0.064
C: -1.06 0.76 -3.07  -0.115
C: -3.10 -0.81 1.05  -0.131
C: -3.75 0.29 1.81  -0.261
C: -3.51 0.79 3.05  -0.017
C: -4.40 1.88 3.22  -0.058
C: -5.12 1.96 2.07  -0.122
O: -4.73 1.00 1.20  0.032
C: 2.25 0.05 1.79  -0.054
C: 3.61 0.06 1.99  0.007
H: 6.70 0.75 -0.48  0.094
H: 6.65 -1.04 -0.36  0.095
H: 7.74 -0.10 0.69  0.092
H: 4.65 -0.13 -1.23  0.102
H: 2.24 -0.14 -1.58  0.114
H: 0.18 0.19 -0.77  0.107
H: -1.65 1.51 -0.59  0.141
H: -3.19 0.70 -0.87  0.135
H: -2.02 -2.09 -1.56  0.120
H: -1.16 -2.96 -3.73  0.104
H: -0.24 -1.32 -5.38  0.104
H: -1.00 1.84 -2.93  0.119
H: -2.79 -1.60 1.74  0.065
H: -3.79 -1.21 0.31  0.136
H: -2.79 0.43 3.75  0.100
H: -4.50 2.51 4.08  0.100
H: -5.90 2.61 1.75  0.117
H: 1.58 0.12 2.63  0.058
H: 4.02 0.12 2.99  0.120

Its SMILES is COc1ccc(NC(=S)N(Cc2cccnc2)Cc2ccco2)cc1. The LUMO energy is 0.6 eV. The calculation puts the energy relative to the best compared isomer or geometry (same formula, charge and spin) at 317.83 kJ/mol. As for the spin multiplicity: 1.

---

Computed, not measured: a molecular structure, C19H19N3O4 in a non-equilibrium geometry, with ωB97M-V/def2-TZVPD.

Each line ends with the Löwdin charge.
Geometry (Å):
C: 1.39 0.77 6.69  -0.036
C: 1.71 0.68 5.13  -0.357
N: 0.94 0.92 4.13  0.107
N: 1.52 0.78 3.09  -0.185
C: 2.75 0.52 3.31  -0.110
C: 2.94 0.27 4.79  0.064
H: 3.75 -0.10 5.41  0.114
C: 3.84 -0.05 2.23  0.016
H: 3.30 -0.54 1.45  0.057
H: 4.42 -0.82 2.65  0.061
H: 4.50 0.58 1.87  0.012
C: 1.02 0.99 1.98  -0.108
C: 1.38 1.56 0.77  -0.006
C: 0.78 1.44 -0.40  -0.043
C: -0.58 1.38 -0.41  -0.050
C: -1.32 0.81 0.93  -0.007
C: -0.69 0.78 2.00  0.040
H: -1.06 0.41 2.97  0.102
H: -2.27 0.67 0.66  0.062
C: -1.35 1.21 -1.60  -0.418
O: -0.76 1.71 -2.71  -0.042
O: -2.58 0.82 -1.43  0.026
C: -3.31 0.69 -2.78  -0.022
H: -4.44 0.71 -2.38  0.171
H: -2.87 1.66 -3.64  0.235
C: -3.07 -0.63 -3.37  -0.402
O: -3.95 -1.44 -3.10  0.082
N: -1.73 -0.76 -3.98  0.074
H: -1.32 0.09 -3.78  0.062
C: -1.20 -1.98 -3.96  -0.164
C: 0.05 -1.98 -2.98  -0.110
C: 1.36 -1.77 -3.02  -0.067
C: 1.79 -1.87 -1.71  -0.033
C: 0.61 -1.74 -0.83  -0.116
O: -0.47 -1.87 -1.58  0.029
H: 0.67 -1.96 0.10  0.054
H: 2.88 -1.64 -1.45  0.117
H: 1.79 -2.12 -3.80  0.062
H: -0.64 -2.09 -4.95  0.146
H: -1.74 -2.87 -3.69  0.132
H: 1.04 1.74 -1.28  0.070
H: 2.54 1.39 0.96  0.140
H: 2.12 1.58 7.28  0.118
H: 0.33 1.27 6.89  0.099
H: 1.68 -0.07 7.26  0.024

The LUMO energy is -0.7 eV. The calculation puts the energy relative to the best compared isomer or geometry (same formula, charge and spin) at 1587.07 kJ/mol. As for the spin multiplicity: 1.

---

Computed, not measured: C19H19N3O4S in the gas phase in a non-equilibrium geometry, with ωB97M-V/def2-TZVPD.

Each line ends with the Löwdin charge.
Geometry (Å):
C: 6.67 -0.64 -1.03  -0.099
O: 6.04 -0.45 0.21  -0.093
C: 4.92 -1.18 0.49  -0.283
C: 4.33 -0.93 1.73  -0.003
C: 3.19 -1.61 2.11  -0.021
C: 2.62 -2.58 1.28  -0.278
N: 1.51 -3.29 1.74  0.015
C: 0.54 -3.83 0.81  -0.119
C: -0.13 -2.74 0.05  -0.321
N: -1.18 -2.07 0.39  0.105
N: -1.37 -1.10 -0.52  0.060
C: -0.40 -1.22 -1.38  -0.674
S: -0.13 -0.25 -2.77  1.029
C: -1.44 0.96 -2.41  -0.381
C: -1.20 1.62 -1.06  -0.448
O: -0.10 1.63 -0.56  0.068
C: -2.37 2.23 -0.42  -0.165
C: -3.55 2.54 -1.10  -0.020
C: -4.61 3.11 -0.44  0.006
C: -4.53 3.38 0.94  -0.270
O: -5.64 3.93 1.49  -0.075
C: -5.64 4.21 2.87  -0.082
C: -3.36 3.07 1.62  -0.004
C: -2.30 2.51 0.94  0.004
O: 0.43 -2.24 -1.09  0.083
C: 3.22 -2.82 0.05  -0.030
C: 4.36 -2.13 -0.34  -0.019
H: 7.51 0.05 -1.05  0.091
H: 7.03 -1.67 -1.14  0.094
H: 5.99 -0.41 -1.87  0.095
H: 4.77 -0.19 2.37  0.118
H: 2.74 -1.40 3.07  0.111
H: 1.08 -2.84 2.54  0.127
H: -0.22 -4.37 1.38  0.131
H: 1.03 -4.51 0.12  0.121
H: -2.40 0.43 -2.43  0.082
H: -1.40 1.70 -3.21  0.094
H: -3.64 2.37 -2.16  0.111
H: -5.52 3.37 -0.95  0.119
H: -4.87 4.95 3.13  0.097
H: -6.62 4.63 3.09  0.094
H: -5.49 3.31 3.47  0.097
H: -3.27 3.26 2.68  0.105
H: -1.38 2.27 1.46  0.124
H: 2.81 -3.56 -0.63  0.104
H: 4.78 -2.35 -1.31  0.103

Its SMILES is COc1ccc(NCc2nnc(SCC(=O)c3ccc(OC)cc3)o2)cc1. The LUMO energy is 0.5 eV. The calculation puts the energy relative to the best compared isomer or geometry (same formula, charge and spin) at 302.60 kJ/mol. As for the spin multiplicity: 1.

---

Computed, not measured: C19H19N3O8S in the gas phase in a non-equilibrium geometry, with ωB97M-V/def2-TZVPD.

Each line ends with the Löwdin charge.
Geometry (Å):
C: 6.86 -2.39 4.74  0.011
C: 5.92 -2.29 3.55  -0.504
O: 6.32 -2.75 2.48  0.078
O: 4.72 -1.68 3.74  -0.019
C: 3.76 -1.64 2.67  -0.110
C: 2.49 -1.02 3.31  -0.041
N: 1.28 -1.25 2.49  0.057
C: 0.37 -2.27 2.63  -0.379
O: 0.40 -3.10 3.50  0.169
C: -0.61 -2.19 1.58  0.029
C: -0.25 -1.20 0.72  0.064
C: -1.03 -0.97 -0.50  -0.080
C: -0.76 0.07 -1.35  -0.001
C: -1.46 0.15 -2.54  -0.255
S: -1.02 1.43 -3.73  0.758
O: 0.40 1.77 -3.59  -0.305
O: -1.45 1.16 -5.13  -0.311
N: -1.93 2.81 -3.14  -0.214
C: -3.39 2.76 -3.48  -0.149
C: -4.07 4.08 -3.01  -0.138
O: -3.79 4.33 -1.59  -0.137
C: -2.40 4.55 -1.37  -0.181
C: -1.53 3.35 -1.84  -0.172
C: -2.47 -0.78 -2.88  -0.018
C: -2.77 -1.81 -1.97  0.011
C: -2.06 -1.87 -0.77  -0.145
N: -2.36 -2.93 0.10  0.177
C: -1.70 -3.08 1.27  -0.426
O: -1.91 -4.10 1.88  0.110
C: 0.99 -0.60 1.31  -0.332
O: 1.67 0.26 0.80  0.138
H: 6.23 -2.53 5.65  0.087
H: 7.53 -3.26 4.61  0.094
H: 7.44 -1.44 4.77  0.099
H: 3.56 -2.63 2.34  0.122
H: 4.19 -1.06 1.81  0.146
H: 2.60 0.04 3.39  0.123
H: 2.31 -1.43 4.33  0.148
H: 0.05 0.78 -1.16  0.133
H: -3.84 1.99 -2.93  0.088
H: -3.54 2.52 -4.53  0.119
H: -3.69 4.89 -3.63  0.117
H: -5.15 4.08 -3.16  0.125
H: -2.06 5.45 -1.94  0.129
H: -2.19 4.78 -0.32  0.127
H: -0.47 3.56 -1.81  0.118
H: -1.65 2.50 -1.12  0.111
H: -3.01 -0.73 -3.81  0.115
H: -3.52 -2.56 -2.26  0.127
H: -2.99 -3.73 -0.14  0.189

Its SMILES is CC(=O)OCCN1C(=O)c2c(c3cc(S(=O)(=O)N4CCOCC4)ccc3[nH]c2=O)C1=O. The LUMO energy is -1.7 eV. The calculation puts the energy relative to the best compared isomer or geometry (same formula, charge and spin) at 18.88 kJ/mol. As for the spin multiplicity: 1.

---

Computed, not measured: a molecular structure, C19H19N5O5PdS, with ωB97M-V/def2-TZVPD.

Each line ends with the Löwdin charge.
Geometry (Å):
Pd: 0.29 0.61 0.44  0.807
C: 4.50 3.92 0.53  -0.125
N: 3.23 3.24 0.42  -0.250
C: 2.83 3.05 -0.97  -0.098
C: 3.12 2.04 1.28  -0.168
C: 3.26 0.72 0.57  -0.250
C: 4.55 0.29 0.25  -0.072
C: 4.78 -0.89 -0.45  -0.125
C: 3.69 -1.66 -0.83  -0.128
C: 2.41 -1.25 -0.50  -0.121
C: 2.15 -0.07 0.19  -0.224
H: 4.49 4.80 -0.13  0.076
H: 5.36 3.29 0.23  0.070
H: 4.65 4.29 1.54  0.079
H: 0.50 4.44 1.52  0.139
H: 3.58 2.49 -1.56  0.084
H: 2.71 4.03 -1.44  0.081
H: 1.89 2.53 -1.03  0.055
H: 2.17 2.06 1.80  0.078
H: 3.90 2.12 2.04  0.113
H: 5.39 0.90 0.55  0.096
H: 5.79 -1.19 -0.70  0.083
H: 3.85 -2.58 -1.38  0.084
H: 1.57 -1.88 -0.79  0.085
O: -0.23 0.95 -1.56  -0.377
O: -0.47 2.37 -1.71  -0.223
N: 0.36 -0.48 3.35  -0.070
C: 0.41 -0.06 2.27  -0.456
O: 1.61 8.16 3.09  -0.376
S: 0.94 9.22 2.36  0.385
O: 1.83 10.19 1.75  -0.383
O: -0.22 9.79 3.04  -0.382
C: 0.14 8.39 0.94  -0.351
N: -0.23 9.18 -0.06  0.106
C: -0.91 8.60 -1.04  -0.141
C: -1.21 7.25 -1.05  -0.015
C: -0.75 6.49 0.03  -0.217
N: -0.10 7.08 1.03  0.170
C: -0.97 5.03 0.13  -0.150
C: -0.59 4.36 1.42  -0.094
C: -0.98 2.93 1.47  -0.134
N: -1.36 2.20 0.49  0.028
C: -1.49 2.79 -0.84  -0.395
C: -1.41 4.29 -0.88  0.037
H: -1.24 9.24 -1.85  0.098
H: -1.78 6.80 -1.86  0.093
H: -1.00 4.90 2.28  0.127
H: -0.96 2.45 2.45  0.103
H: -2.46 2.45 -1.22  0.137
H: -1.65 4.73 -1.85  0.108

The LUMO energy is 4.7 eV. The calculation puts the energy relative to the best compared isomer or geometry (same formula, charge and spin) at 0.00 kJ/mol. As for the charge: -2. As for the spin multiplicity: 1.

---

Question: Look up the energy relative to the best compared isomer or geometry (same formula, charge and spin) of the first one.
Answer: 9.35 kJ/mol

---

Question: Among the records above, which one has the highest energy relative to the best compared isomer or geometry (same formula, charge and spin)?
Answer: C19H19N3O4

---

Question: Which formula does entry 1 have?
Answer: C19H19FO5